Entry 1:
C2H3NO2 | ωB97M-V/def2-TZVPD

Geometry as XYZ:
```
8
Properties=species:S:1:pos:R:3
C -0.0688 0.6307 -0.1197
C 1.2521 -0.2098 -0.3116
H -2.1782 0.1089 0.1806
H -1.1862 -1.2439 0.9081
H 1.1886 -1.3482 -0.7383
N -1.1575 -0.1979 -0.0347
O -0.0988 1.8044 -0.0908
O 2.2487 0.4558 0.2064
```

The gap between HOMO and LUMO comes out at 0.3521 Ha. The calculation puts the molar mass at 73.05 u. Its LUMO energy is -0.020 Ha. The multiplicity is 1. Its energy is -7704.3034 eV. Its energy above the lowest of the compared OMol25 structures with the same formula, charge and spin is 81.6 kcal per mole. As for the net charge: 0.

=====

Entry 2:
C4H5NS | ωB97M-V/def2-TZVPD

Geometry as XYZ:
```
11
Properties=species:S:1:pos:R:3
C 0.3377 1.0709 -0.0621
N 1.7324 0.9737 0.4112
S 2.4612 -0.5835 -0.1475
C 0.7516 -1.3516 -0.2700
C -0.0827 -0.3522 -0.2092
C -0.6269 -1.6683 0.3071
H 0.2664 1.5001 -1.1667
H -0.2126 1.6360 0.6916
H 2.3782 1.6870 0.0182
H -0.6670 -1.6956 1.3625
H -1.2259 -2.3541 -0.4414
```

The gap between HOMO and LUMO comes out at 0.3111 Ha. The calculation puts the molar mass at 99.16 u. Its LUMO energy is 0.021 Ha. The multiplicity is 1. Its energy is -16549.3993 eV. Its energy above the lowest of the compared OMol25 structures with the same formula, charge and spin is 107.6 kcal per mole. As for the net charge: 0.

=====

Entry 3:
C11H23INO2P2Yb | ωB97M-V/def2-TZVPD

Geometry as XYZ:
```
41
Properties=species:S:1:pos:R:3
Yb 0.5256 1.4215 -0.9644
P 2.1943 -0.9809 0.4524
C 2.3515 -1.2125 -1.3906
C 1.0588 -1.4904 -2.1651
N -0.0508 -0.7737 -1.8185
C -1.2520 -1.1887 -2.3086
C -1.3346 -2.1154 -3.3507
C -0.1682 -2.6724 -3.8572
C 1.0411 -2.3814 -3.2382
C -2.5334 -0.6144 -1.7185
P -2.3079 0.8962 -0.6797
H 1.9772 -2.8322 -3.5472
H -2.3183 -2.3524 -3.7398
H -0.2070 -3.3350 -4.7124
H -3.2345 -0.3594 -2.5336
H -3.0282 -1.3461 -1.0498
H 2.8767 -0.3126 -1.7810
H 3.0272 -2.0817 -1.4653
H 1.1553 4.0178 -2.1636
O 1.5360 3.1176 -2.2035
H 2.1628 3.0935 -2.9640
H -0.6902 4.5278 0.1037
O -0.6806 4.6132 -0.8737
H -1.1906 5.4423 -1.0098
C -2.5742 2.0597 -2.0462
H -3.5997 1.8923 -2.4218
H -2.4379 3.0825 -1.6935
H -1.8515 1.8496 -2.8435
C -3.9734 0.9070 0.0545
H -4.0162 1.7587 0.7426
H -4.7781 0.9825 -0.7155
H -4.0753 -0.0258 0.6316
C 2.3948 -2.7218 0.9406
H 3.3511 -3.1430 0.5794
H 2.3660 -2.7658 2.0349
H 1.5453 -3.2847 0.5453
C 3.9616 -0.5036 0.6802
H 4.0737 -0.2030 1.7311
H 4.6616 -1.3435 0.4366
H 4.1448 0.3614 0.0225
I 0.0084 1.6770 1.8530
```

The gap between HOMO and LUMO (spin up / spin down) comes out at 0.2703 / 0.2066 Ha. The calculation puts the molar mass at 563.20 u. Its LUMO energy (spin up / spin down) is -0.258 / -0.321 Ha. The multiplicity is 2. Its energy is -75560.4696 eV. Its energy above the lowest of the compared OMol25 structures with the same formula, charge and spin is 0.0 kcal per mole. As for the net charge: +2.

=====

Entry 4:
C19H23N5O4S | ωB97M-V/def2-TZVPD

Geometry as XYZ:
```
52
Properties=species:S:1:pos:R:3
C -7.6461 -2.6333 1.7958
C -6.2520 -3.1683 1.5015
O -5.3378 -2.1100 1.2119
C -5.3232 -1.6453 -0.0403
O -6.0195 -2.0996 -0.9295
C -4.3767 -0.5420 -0.2196
C -3.5939 -0.0452 0.8139
N -2.7555 0.9641 0.6642
C -2.6987 1.5065 -0.5497
S -1.6437 2.8772 -0.7972
C -0.9571 3.1169 0.8753
C 0.5300 2.8012 1.0113
O 1.2251 3.4491 1.7627
N 0.9293 1.7449 0.2693
C 2.2105 1.1934 0.1392
C 3.3139 1.6515 0.8526
C 4.5492 1.0700 0.6693
C 4.7413 0.0021 -0.2166
N 6.0184 -0.5060 -0.4169
C 6.8800 -0.7705 0.7198
C 6.6881 -2.2176 1.1988
O 6.9402 -3.1437 0.1652
C 6.1004 -2.9079 -0.9448
C 6.2826 -1.4745 -1.4605
C 3.6224 -0.4465 -0.9260
C 2.3857 0.1418 -0.7528
N -3.3653 1.1223 -1.6190
C -4.2136 0.0990 -1.4864
N -4.8841 -0.2914 -2.5679
H -8.0536 -2.1488 0.9117
H -7.6084 -1.9121 2.6087
H -8.2981 -3.4546 2.0785
H -5.8308 -3.6720 2.3738
H -6.2815 -3.8560 0.6499
H -3.6418 -0.4758 1.8045
H -1.5333 2.4556 1.5275
H -1.1196 4.1555 1.1591
H 0.2274 1.3213 -0.3251
H 3.1995 2.4736 1.5385
H 5.3887 1.4744 1.2127
H 6.6643 -0.0888 1.5390
H 7.9187 -0.6301 0.4018
H 7.3895 -2.4594 1.9989
H 5.6569 -2.3396 1.5681
H 6.3869 -3.6389 -1.7028
H 5.0504 -3.0721 -0.6567
H 5.6527 -1.2817 -2.3273
H 7.3293 -1.3466 -1.7606
H 3.6994 -1.2678 -1.6210
H 1.5403 -0.2281 -1.3173
H -4.7467 0.2061 -3.4301
H -5.5461 -1.0510 -2.4721
```

The gap between HOMO and LUMO comes out at 0.2711 Ha. The calculation puts the molar mass at 417.49 u. Its LUMO energy is 0.004 Ha. The multiplicity is 1. Its energy is -46553.4149 eV. Its energy above the lowest of the compared OMol25 structures with the same formula, charge and spin is 32.4 kcal per mole. As for the net charge: 0.

=====

Entry 5:
C10H30O5 | ωB97M-V/def2-TZVPD

Geometry as XYZ:
```
45
Properties=species:S:1:pos:R:3
C -1.6655 5.5550 1.5410
C -2.2099 4.4388 0.6832
O -2.2955 4.9978 -0.6462
H -0.7077 5.9200 1.1658
H -1.6241 5.2108 2.5743
H -2.2760 6.4539 1.4446
H -3.2276 4.1679 0.9853
H -1.6414 3.5053 0.6950
H -2.7786 4.3644 -1.1885
C -0.0710 0.0223 -3.8212
C -1.1079 0.7375 -4.6565
O -1.0560 0.3237 -6.0488
H -0.2495 0.2617 -2.7763
H 0.9016 0.3495 -4.1847
H -0.1568 -1.0519 -3.9908
H -0.8934 1.8098 -4.7293
H -2.1447 0.5933 -4.3410
H -1.9029 0.4593 -6.4709
C -0.6557 -0.3423 0.6808
C 0.8589 -0.1740 0.7083
O 1.1826 1.2363 0.7107
H -0.7882 -1.3827 0.3710
H -1.2227 0.3124 0.0130
H -1.1207 -0.1206 1.6443
H 1.3931 -0.6564 -0.1045
H 1.1650 -0.5478 1.6917
H 0.4152 1.6215 1.1428
C 4.5525 -0.3353 2.5040
C 5.3344 -0.2141 1.2075
O 6.3228 -1.2439 1.1180
H 5.0830 -0.3165 3.4588
H 4.1842 -1.3656 2.4297
H 3.6960 0.3294 2.6222
H 5.8457 0.7413 1.0523
H 4.6495 -0.4065 0.3829
H 6.9880 -1.0918 1.7958
C -2.8016 -4.2445 0.4712
C -2.0360 -5.1777 1.4266
O -2.8283 -5.5040 2.5456
H -2.7542 -3.2475 0.9099
H -3.8394 -4.5661 0.3871
H -2.4058 -4.2358 -0.5446
H -1.1054 -4.6898 1.7091
H -1.8210 -6.1077 0.8921
H -3.1852 -6.3892 2.5390
```

The gap between HOMO and LUMO comes out at 0.3910 Ha. The calculation puts the molar mass at 230.35 u. Its LUMO energy is 0.016 Ha. The multiplicity is 1. Its energy is -21091.6045 eV. Its energy above the lowest of the compared OMol25 structures with the same formula, charge and spin is 36.6 kcal per mole. As for the net charge: 0.

=====

Entry 6:
C6H18GdO3P | ωB97M-V/def2-TZVPD

Geometry as XYZ:
```
29
Properties=species:S:1:pos:R:3
C 1.3939 -2.3107 0.1814
C 2.0139 -1.0300 0.7346
P 2.3728 0.2826 -0.6550
C 1.6656 1.8209 0.3656
O 0.3420 2.1365 -0.0381
C -0.6605 1.8478 0.8565
O -1.0584 0.4657 0.8353
C -1.6339 0.0596 -0.3668
C -3.0692 -0.3928 -0.0762
O -3.8521 -0.3675 -1.3124
H 1.9976 -3.1564 0.4734
H 0.4125 -2.4547 0.6254
H 1.2764 -2.2816 -0.8955
H 1.3653 -0.6151 1.4897
H 2.9654 -1.2165 1.2075
H 1.0310 0.0638 -1.2328
H 2.6167 1.2541 -1.7539
H 3.6987 0.5742 -0.1481
H 2.8934 -0.7649 -1.5186
H 1.7442 1.6618 1.4352
H 2.2940 2.6575 0.1004
H -1.5151 2.4672 0.5840
H -0.3893 2.0745 1.8792
H -1.6298 0.8309 -1.1328
H -1.0742 -0.7805 -0.7659
H -3.4896 0.2621 0.6876
H -3.0735 -1.4486 0.2649
H -3.6713 0.4991 -1.7220
Gd -4.9667 -2.1388 -0.1022
```

The gap between HOMO and LUMO (spin up / spin down) comes out at 0.0934 / 0.1288 Ha. The calculation puts the molar mass at 326.43 u. Its LUMO energy (spin up / spin down) is -0.386 / -0.338 Ha. The multiplicity is 8. Its energy is -42754.3488 eV. As for the net charge: +2.

=====

Entry 7:
C9H22MoN4 | ωB97M-V/def2-TZVPD

Geometry as XYZ:
```
36
Properties=species:S:1:pos:R:3
Mo -0.5494 0.6742 0.5729
N -0.1952 0.8998 2.7268
C 0.8228 1.9612 2.9832
C 0.5199 3.1151 2.0369
N 0.4895 2.6069 0.6389
C 1.8180 2.2338 0.0806
C 1.8600 0.7245 -0.2002
N 0.7385 0.3444 -1.0919
H -1.0807 1.2167 3.1784
H 0.0803 0.0654 3.2833
H 1.8285 1.5417 2.8340
H 0.7882 2.3067 4.0295
H 1.2537 3.9243 2.1623
H -0.4688 3.5523 2.2665
H 0.1086 3.3884 0.0800
H 2.6271 2.5018 0.7743
H 2.0152 2.7932 -0.8490
H 1.7660 0.1027 0.7359
H 2.8374 0.4667 -0.6450
H 0.8866 -0.6229 -1.4466
H 0.7576 0.9308 -1.9554
C -5.1702 -1.6360 -1.2787
C -4.7481 -0.5074 -0.3476
C -5.3232 -0.7448 1.0991
C -5.2475 0.8723 -0.9387
C -3.4159 -0.2217 -0.0781
N -2.3557 0.2145 0.2570
H -6.2556 -1.6134 -1.4379
H -4.9811 -2.6232 -0.8389
H -4.6934 -1.5809 -2.2572
H -6.4109 -0.8068 0.9773
H -5.1073 0.0657 1.7950
H -4.9787 -1.6913 1.5148
H -6.3402 0.8244 -0.9587
H -4.8919 1.0209 -1.9576
H -4.9700 1.7245 -0.3164
```

The gap between HOMO and LUMO (spin up / spin down) comes out at 0.2215 / 0.2466 Ha. The calculation puts the molar mass at 282.24 u. Its LUMO energy (spin up / spin down) is -0.686 / -0.661 Ha. The multiplicity is 3. Its energy is -17456.5912 eV. As for the net charge: +4.

=====

Entry 8:
CH4O3S | ωB97M-V/def2-TZVPD

Geometry as XYZ:
```
9
Properties=species:S:1:pos:R:3
C 1.0116 0.9124 -0.7382
O -1.2936 -0.3320 1.5823
O 1.5680 -1.5734 -1.2518
O 2.2012 -1.2038 -0.1168
S 1.8747 0.2746 0.4145
H -0.8418 -1.1572 1.7818
H 1.0364 0.1734 -1.5628
H 0.6660 1.9978 -0.7372
H -1.8395 -0.5256 0.9143
```

The gap between HOMO and LUMO (spin up / spin down) comes out at 0.2887 / 0.2886 Ha. The calculation puts the molar mass at 96.11 u. Its LUMO energy (spin up / spin down) is -0.030 / -0.030 Ha. The multiplicity is 1. Its energy is -18073.4776 eV. Its energy above the lowest of the compared OMol25 structures with the same formula, charge and spin is 146.9 kcal per mole. As for the net charge: 0.